Formula: C2H5NS2
Source: the Open Molecules 2025 dataset
Level of theory: ωB97M-V with the def2-TZVPD basis set

XYZ file:
```
10
Properties=species:S:1:pos:R:3:nbo_charge:R:1
C 1.416 -1.114 -0.056 -0.82
S 0.855 0.512 0.046 0.23
C -0.944 0.338 -0.046 -0.03
N -1.313 1.532 -0.070 -0.75
S -1.885 -1.018 0.039 -0.17
H 2.514 -1.003 -0.323 0.24
H 0.738 -1.781 -0.821 0.27
H 1.394 -1.584 1.009 0.23
H -0.550 2.270 0.305 0.39
H -2.224 1.850 -0.083 0.40
```

Computed properties:
**Energy**: -25314.557 eV
**Frontier orbital gap**: 9.0263 eV
**Relative energy (zero: lowest compared OMol25 entry of this formula, charge and spin)**: 122.4 kJ/mol
**SMILES string**: CSC(N)=S